This record from OMol25 describes a cluster of 2 separate species, C15H24N7O2P in total at a distorted geometry. The level of theory is ωB97M-V/def2-TZVPD.

Its gap between HOMO and LUMO is 3.984 eV. The calculation puts the HOMO energy at -6.16 eV.

Last column: Mulliken charge in e.
Element x y z (Å)
O1 -3.29 -2.33 -0.70  -0.6278
N1 -2.55 -1.92 -1.65  0.8054
C1 -2.52 -0.53 -1.80  -0.5628
C2 -3.14 0.19 -0.66  0.8910
N2 -3.04 1.63 -0.81  0.7416
N3 -3.42 2.50 0.14  -0.6658
N4 -3.26 3.71 -0.38  -0.6162
N5 -2.70 3.64 -1.60  -0.5103
C3 -2.49 2.31 -1.86  0.6923
C4 -1.89 1.51 -2.88  -0.8851
C5 -1.88 0.11 -2.83  -0.1981
O2 -1.92 -2.70 -2.39  -0.7231
H1 -4.20 -0.11 -0.49  0.1867
H2 -1.52 2.07 -3.72  0.3760
H3 -1.44 -0.51 -3.60  0.4552
C6 -0.03 2.29 2.84  -1.5795
C7 -1.05 1.37 3.48  0.8616
C8 -0.71 1.16 4.95  -1.5799
C9 -2.45 1.96 3.34  -1.6200
N6 -1.05 0.04 2.82  0.5180
P1 -2.37 -1.03 3.11  -0.0007
H4 -2.53 -0.07 0.18  -0.3708
N7 -1.47 -2.25 2.30  0.8911
C10 -1.96 -3.64 2.31  0.7680
C11 -1.34 -4.42 1.17  -1.4186
C12 -3.48 -3.63 2.17  -1.5649
C13 -1.59 -4.28 3.64  -1.6146
C14 -0.11 -1.98 2.34  -0.3464
C15 0.13 -0.67 2.64  -0.4379
H5 -0.22 2.43 1.77  0.3515
H6 -0.10 3.28 3.31  0.4625
H7 0.99 1.93 2.97  0.3796
H8 -1.41 0.48 5.43  0.3502
H9 0.31 0.75 5.05  0.3464
H10 -0.75 2.13 5.46  0.4494
H11 -3.21 1.36 3.86  0.4483
H12 -2.45 2.95 3.82  0.4640
H13 -2.76 2.10 2.29  0.4714
H14 -0.26 -4.50 1.26  0.3609
H15 -1.76 -5.43 1.17  0.4591
H16 -1.59 -3.97 0.21  0.2653
H17 -3.97 -3.07 2.97  0.5165
H18 -3.78 -3.23 1.19  0.2792
H19 -3.83 -4.67 2.22  0.4676
H20 -2.02 -3.71 4.48  0.3514
H21 -2.00 -5.29 3.67  0.4485
H22 -0.51 -4.32 3.77  0.3368
H23 0.60 -2.76 2.20  0.4815
H24 1.07 -0.19 2.82  0.4455

This record from OMol25 describes the molecule C5H6O2. The level of theory is ωB97M-V/def2-TZVPD.

The value obtained for the energy above the lowest of the compared OMol25 structures with the same formula, charge and spin is 556.08 kJ/mol. Its gap between HOMO and LUMO (alpha / beta) is 8.005 / 8.002 eV. The calculation puts the HOMO energy (alpha / beta) at -8.33 / -8.33 eV.

Last column: Mulliken charge in e.
Element x y z (Å)
O1 2.32 0.83 -0.82  -0.4863
C1 2.26 -0.20 0.14  -0.3065
C2 0.86 -0.44 0.57  0.2596
C3 -0.32 -0.03 0.63  0.0841
C4 -1.70 0.19 0.71  -0.9025
C5 -2.53 -0.09 -0.45  0.0622
O2 -3.67 0.30 -0.57  -0.5188
H1 1.87 1.61 -0.44  0.3206
H2 2.87 0.03 1.03  0.2643
H3 2.69 -1.08 -0.34  0.2857
H4 -2.11 0.69 1.58  0.3317
H5 -0.57 -1.08 1.12  0.2761
H6 -2.03 -0.68 -1.25  0.3298

This record from OMol25 describes a cluster of 2 separate species, C34H42F5N2O7PS in total at a distorted geometry. The level of theory is ωB97M-V/def2-TZVPD.

The value obtained for the energy above the lowest of the compared OMol25 structures with the same formula, charge and spin is 0.00 kJ/mol. Its gap between HOMO and LUMO is 6.833 eV. The structure (SMILES) is CCN[C@@]1(P(CC)CC)C(=O)N[C@](CC=O)(S(=O)(=O)C(F)(F)C(F)(F)F)[C@@H]1CCCCCOC.O=C1c2ccccc2C(=O)c2ccccc21. The calculation puts the HOMO energy at -7.66 eV.

Last column: Mulliken charge in e.
Element x y z (Å)
C1 0.66 -6.97 0.64  -1.6357
C2 0.91 -5.52 0.19  0.2785
N1 0.28 -4.63 1.17  -0.1686
C3 -0.22 -3.36 0.64  1.0421
P1 -1.71 -3.71 -0.47  -0.0559
C4 -2.81 -2.23 -0.70  -0.1376
C5 -2.91 -1.94 -2.24  -1.1379
C6 -2.67 -5.18 0.14  -0.4184
C7 -4.20 -5.00 0.06  -1.4809
C8 -0.74 -2.65 1.95  -0.2981
O1 -1.83 -2.42 2.28  -0.4275
N2 0.49 -2.34 2.66  -0.1827
C9 1.38 -1.86 1.64  -1.0391
C10 2.88 -2.26 1.79  -0.6827
C11 3.07 -3.72 2.16  -0.2813
O2 3.89 -4.34 1.59  -0.4847
S1 1.48 -0.03 1.99  1.6422
O3 1.54 0.14 3.40  -0.6842
O4 2.67 0.53 1.41  -0.7281
C12 0.08 0.97 1.28  0.5427
F1 0.43 1.64 0.21  -0.2969
F2 -1.01 0.25 1.01  -0.3475
C13 -0.35 2.05 2.33  0.5721
F3 0.64 2.79 2.69  -0.1860
F4 -1.27 2.80 1.73  -0.2329
F5 -0.95 1.51 3.34  -0.2138
C14 0.88 -2.36 0.22  -0.3354
C15 0.63 -1.34 -0.89  -0.4116
C16 1.09 -1.76 -2.32  -1.9135
C17 0.98 -3.24 -2.67  1.3769
C18 1.54 -3.43 -4.10  -1.1082
C19 1.49 -4.90 -4.57  -0.7515
O5 1.64 -5.83 -3.51  -0.3419
C20 2.99 -6.17 -3.25  -0.6956
H1 -0.39 -7.12 0.92  0.3279
H2 1.22 -7.09 1.57  0.3956
H3 0.99 -7.70 -0.10  0.3917
H4 0.57 -5.37 -0.84  -0.0458
H5 2.00 -5.42 0.17  0.0925
H6 -0.41 -5.11 1.73  0.4890
H7 -2.43 -1.31 -0.25  -0.2841
H8 -3.83 -2.36 -0.35  0.9089
H9 -2.20 -1.15 -2.53  0.2902
H10 -3.93 -1.71 -2.55  0.3480
H11 -2.58 -2.83 -2.78  0.3057
H12 -2.41 -6.02 -0.51  0.3668
H13 -2.44 -5.50 1.17  0.3735
H14 -4.54 -4.68 -0.92  0.3505
H15 -4.71 -5.89 0.42  0.4006
H16 -4.46 -4.19 0.76  0.3296
H17 0.84 -3.08 3.25  0.4842
H18 3.26 -1.68 2.64  0.8433
H19 3.44 -1.98 0.90  0.2100
H20 2.45 -4.24 2.92  0.3652
H21 1.72 -2.96 -0.14  0.7620
H22 1.23 -0.45 -0.65  0.6270
H23 -0.40 -0.98 -0.95  -0.0614
H24 2.10 -1.38 -2.51  0.4478
H25 0.44 -1.22 -3.02  0.4439
H26 1.59 -3.89 -2.03  -0.0580
H27 -0.06 -3.57 -2.73  -0.2879
H28 0.88 -2.87 -4.77  0.4009
H29 2.53 -2.96 -4.20  0.4112
H30 2.30 -5.03 -5.31  0.4660
H31 0.56 -5.05 -5.13  0.3853
H32 3.18 -7.19 -3.60  0.2645
H33 3.17 -6.06 -2.18  0.1572
H34 3.71 -5.51 -3.75  0.3651
C21 0.24 5.05 0.49  -0.3678
C22 1.41 5.51 1.09  -0.6469
C23 1.52 6.84 1.47  -0.6674
C24 0.47 7.71 1.26  0.2615
C25 -0.70 7.26 0.64  0.3052
C26 -0.81 5.92 0.27  -0.8756
C27 -1.82 8.19 0.36  0.4909
O6 -2.84 7.79 -0.18  -0.6673
C28 -1.67 9.62 0.73  0.2006
C29 -2.69 10.52 0.43  -0.5480
C30 -2.56 11.85 0.79  -0.4627
C31 -1.43 12.29 1.46  -0.4711
C32 -0.41 11.40 1.76  -0.5571
C33 -0.53 10.07 1.40  0.1617
C34 0.59 9.13 1.70  0.6169
O7 1.58 9.51 2.28  -0.6649
H35 0.16 4.02 0.19  0.6939
H36 2.24 4.83 1.25  0.4739
H37 2.43 7.19 1.94  0.4724
H38 -1.72 5.57 -0.20  0.4811
H39 -3.57 10.18 -0.09  0.4668
H40 -3.35 12.55 0.54  0.3974
H41 -1.34 13.33 1.75  0.3926
H42 0.47 11.74 2.29  0.4711

This record from OMol25 describes a structure of composition C18H23CeN3S2Si. The level of theory is ωB97M-V/def2-TZVPD.

As for the net charge: -1. Its gap between HOMO and LUMO (alpha / beta) is 7.385 / 7.369 eV. As for the spin multiplicity: 2. The calculation puts the HOMO energy (alpha / beta) at -5.12 / -5.10 eV.

Last column: Mulliken charge in e.
Element x y z (Å)
Ce1 -2.51 -0.62 0.98  0.9527
S1 -1.91 0.15 3.54  -0.4989
C1 -1.26 1.64 2.91  0.5311
C2 -0.12 2.15 3.54  -0.7956
C3 0.49 3.33 3.16  0.6113
C4 1.65 3.79 3.86  -0.1594
N1 2.57 4.16 4.43  -0.5517
C5 -0.04 4.06 2.08  0.5174
C6 -1.18 3.58 1.45  -0.7277
C7 -1.81 2.39 1.83  0.3209
S2 -3.30 1.99 0.98  -0.4505
C8 0.55 5.28 1.65  -0.1472
N2 1.00 6.28 1.29  -0.5509
H1 0.30 1.59 4.37  0.5252
H2 -1.61 4.14 0.63  0.4899
N3 -4.85 -3.35 0.30  -0.5936
C9 -4.21 -2.43 0.60  0.1237
C10 1.58 0.38 0.19  -1.4658
Si1 0.10 -0.70 -0.41  0.0067
C11 -0.14 -0.15 -2.29  1.9436
C12 1.09 -0.29 -3.18  -1.8402
C13 -1.30 -0.94 -2.92  -1.6890
C14 -0.54 1.33 -2.24  -1.7567
C15 0.78 -2.54 -0.23  1.8489
C16 -0.27 -3.55 -0.73  -1.7356
C17 0.96 -2.76 1.27  -1.8353
C18 2.10 -2.83 -0.93  -1.7925
H3 2.49 0.23 -0.39  0.4051
H4 1.81 0.17 1.24  0.3780
H5 1.32 1.44 0.14  0.2962
H6 1.38 -1.34 -3.31  0.3226
H7 1.95 0.24 -2.76  0.3351
H8 0.90 0.12 -4.17  0.4767
H9 -1.03 -1.98 -3.09  0.3048
H10 -1.58 -0.50 -3.89  0.4943
H11 -2.19 -0.92 -2.28  0.2460
H12 0.27 1.94 -1.85  0.3351
H13 -1.42 1.48 -1.60  0.3024
H14 -0.79 1.69 -3.24  0.4871
H15 -1.26 -3.35 -0.30  0.3158
H16 0.01 -4.57 -0.45  0.4961
H17 -0.37 -3.52 -1.82  0.2783
H18 0.04 -2.55 1.83  0.3041
H19 1.75 -2.12 1.67  0.3394
H20 1.24 -3.80 1.48  0.4788
H21 2.00 -2.76 -2.02  0.3233
H22 2.45 -3.85 -0.70  0.4853
H23 2.88 -2.13 -0.62  0.3146